[1]
{
  "formula": "C6H11NO2",
  "method": "the ωB97M-V functional and the def2-TZVPD basis",
  "species": ["H", "N", "C", "C", "C", "C", "C", "C", "O", "O", "H", "H", "H", "H", "H", "H", "H", "H", "H", "H"],
  "positions_angstrom": [[-1.48265, -0.66745, -2.47694], [-0.53116, -0.50615, -2.12653], [-0.55501, 0.07235, -0.97065], [-1.86528, 0.41783, -0.31363], [0.84875, 0.54566, -0.39831], [0.74770, 1.85948, 0.35633], [1.45729, -0.57488, 0.44262], [0.37023, -1.46497, 0.99479], [-0.42506, -1.15127, 1.87384], [0.46147, -2.74223, 0.56038], [-2.51542, -0.46211, -0.31247], [-1.76243, 0.76267, 0.71553], [-2.35766, 1.22396, -0.86433], [1.47975, 0.70808, -1.28115], [0.16114, 2.59796, -0.19945], [0.29736, 1.70340, 1.34475], [1.74775, 2.27817, 0.51781], [2.05022, -0.19436, 1.28182], [2.11621, -1.18522, -0.18611], [-0.24317, -3.22092, 1.04172]],
  "atomic_forces_ev_per_a": [[0.179, -0.172, 0.289], [0.212, 0.741, 1.242], [0.883, 0.172, -1.887], [-0.039, 0.203, 0.571], [-1.277, -0.068, -0.746], [-0.090, 0.113, 0.371], [0.127, -0.601, -0.343], [0.062, -0.343, 2.070], [0.788, -0.192, -1.439], [-0.557, 0.267, 0.176], [0.057, 0.172, -0.022], [0.060, -0.143, -0.051], [0.045, -0.107, -0.107], [-0.251, -0.197, 0.142], [0.058, -0.077, 0.110], [-0.019, 0.127, -0.200], [-0.135, -0.084, -0.036], [-0.204, 0.008, -0.086], [-0.200, 0.078, 0.200], [0.301, 0.102, -0.252]],
  "mulliken_charge": [0.273, -0.751, 0.496, -1.400, 0.688, -1.704, -0.785, 0.562, -0.585, -0.465, 0.438, 0.315, 0.379, 0.327, 0.365, 0.358, 0.433, 0.399, 0.300, 0.357],
  "smiles": "[H]/N=C(\\C)[C@@H](C)CC(=O)O",
  "homo_ev": -9.85,
  "charge": 0
}


[2]
{
  "formula": "C6H11NO2",
  "method": "the ωB97M-V functional and the def2-TZVPD basis",
  "species": ["C", "C", "C", "O", "C", "N", "C", "C", "O", "H", "H", "H", "H", "H", "H", "H", "H", "H", "H", "H"],
  "positions_angstrom": [[2.26234, 0.16754, -1.10885], [0.72650, 0.14688, -0.79726], [0.12877, 1.29641, 0.43704], [-0.29729, 2.55283, -0.27251], [-1.02160, 0.24718, 0.74510], [-1.31658, -0.61466, 1.77439], [-0.18583, -0.81127, 1.00162], [0.30357, -1.26100, -0.43282], [-0.90791, -1.79287, -0.96789], [2.55149, -0.92757, -1.65618], [2.71360, 0.98753, -1.72054], [2.87776, 0.00391, -0.26548], [-0.05027, 0.67255, -1.47286], [1.00070, 1.41043, 1.21388], [-0.11659, 3.47897, 0.39694], [-1.76050, 0.23147, -0.12240], [-2.23773, -1.20931, 1.88176], [0.62079, -0.50423, 1.70933], [1.07691, -1.86610, -0.64699], [-1.10097, -2.76916, -0.88399]],
  "atomic_forces_ev_per_a": [[-0.314, -2.469, -2.840], [-0.837, 3.792, -1.030], [0.694, -0.002, -0.454], [1.749, 2.142, 3.952], [-1.886, 5.416, -3.097], [-4.558, -2.645, 4.438], [4.974, -4.263, 0.527], [-4.548, 1.438, 3.066], [-0.972, -0.768, -1.918], [-0.905, 3.077, 0.761], [-0.780, -0.629, 0.505], [0.344, 0.373, 1.504], [1.936, -1.398, -0.368], [-2.035, 0.260, -1.242], [-0.760, -4.558, -2.889], [1.383, -0.178, 0.867], [2.447, 1.810, -1.047], [0.200, -0.537, -1.101], [2.629, -2.578, 0.176], [1.239, 1.716, 0.192]],
  "mulliken_charge": [-1.377, 0.278, -0.258, -0.584, -0.011, -0.694, 0.046, -0.476, -0.625, 0.264, 0.335, 0.382, 0.275, 0.336, 0.361, 0.188, 0.295, 0.373, 0.551, 0.340],
  "smiles": "C[C@@H]1[C@@H](O)[C@@H]2N[C@H]2[C@H]1O",
  "homo_ev": -8.36,
  "charge": 0
}


[3]
{
  "formula": "C6H11NO2",
  "method": "the ωB97M-V functional and the def2-TZVPD basis",
  "species": ["C", "C", "C", "N", "C", "C", "C", "O", "O", "H", "H", "H", "H", "H", "H", "H", "H", "H", "H", "H"],
  "positions_angstrom": [[-1.20962, -0.45898, 0.61089], [-2.45141, -0.71909, -0.19048], [2.29639, 1.16472, -0.49421], [-0.21002, -1.59311, 0.54577], [0.81663, -0.65520, 0.49996], [-0.33775, 1.04714, -0.42772], [1.07271, 0.27228, -0.59089], [1.41174, -0.42181, 1.65313], [-0.97919, 1.29310, -1.46320], [1.05378, -1.05288, 2.30179], [-0.31162, -2.08759, -0.33626], [-1.38822, -0.22708, 1.65889], [-0.24146, 1.76500, 0.40404], [0.99345, -0.23004, -1.55358], [-2.24007, -0.68398, -1.26140], [-2.90297, -1.68275, 0.07075], [-3.17642, 0.07192, 0.00401], [2.32187, 1.69660, 0.45727], [3.22615, 0.59992, -0.59184], [2.25604, 1.90182, -1.29694]],
  "atomic_forces_ev_per_a": [[0.400, 0.336, -0.204], [0.086, -0.028, 0.015], [-0.053, -0.056, 0.048], [0.201, -0.043, 0.001], [-0.541, 0.246, 0.401], [0.164, -0.391, 0.093], [-0.105, 0.163, -0.094], [-0.184, -0.098, -0.388], [0.044, -0.154, 0.128], [-0.014, 0.013, -0.052], [-0.022, 0.085, 0.000], [0.010, -0.041, -0.002], [0.019, -0.036, 0.035], [-0.035, -0.012, 0.003], [0.031, 0.025, 0.018], [0.021, 0.041, -0.011], [0.035, -0.028, 0.005], [-0.009, -0.008, -0.027], [-0.040, 0.024, 0.000], [-0.011, -0.038, 0.032]],
  "mulliken_charge": [-0.122, -1.418, -1.479, -0.591, 0.417, 0.078, 0.426, -0.437, -0.701, 0.420, 0.351, 0.255, 0.337, 0.307, 0.355, 0.380, 0.358, 0.307, 0.360, 0.394],
  "homo_ev": -7.44,
  "charge": 0
}


[4]
{
  "formula": "C6H11NO2",
  "method": "the ωB97M-V functional and the def2-TZVPD basis",
  "species": ["H", "N", "C", "C", "H", "H", "H", "H", "O", "C", "O", "C", "C", "C", "H", "H", "H", "H", "H", "H"],
  "positions_angstrom": [[-1.19745, -2.95640, 0.39706], [-1.04119, -2.06999, -0.08553], [0.12999, -1.76622, -0.32354], [1.42440, -2.49636, -0.21866], [0.25549, -0.65601, -0.77246], [1.79370, -2.73769, -1.22131], [2.15726, -1.88030, 0.29926], [1.28876, -3.42574, 0.33657], [0.76656, -0.28248, 1.62248], [0.42710, 0.85944, 1.76231], [0.30500, 1.72265, 2.56415], [0.15158, 0.90446, -1.22427], [-0.13549, 1.72539, -0.13650], [-1.56993, 2.15132, 0.09160], [-0.64846, 0.58955, -1.87898], [1.11269, 0.99845, -1.71575], [0.57898, 2.53220, 0.01917], [-2.25178, 1.31888, -0.07755], [-1.70587, 2.48607, 1.12108], [-1.84133, 2.98278, -0.55911]],
  "atomic_forces_ev_per_a": [[0.280, -0.130, -0.296], [-1.473, -0.183, 0.546], [1.259, 1.865, -1.197], [-0.085, -0.372, 0.215], [0.041, -2.188, 0.740], [-0.030, 0.092, 0.126], [0.019, 0.005, -0.083], [0.065, -0.057, -0.022], [-0.550, 1.503, -1.064], [1.385, -2.177, 2.978], [-0.572, 0.666, -1.425], [-0.426, 2.656, 0.690], [-0.289, 0.132, -2.741], [0.029, -0.384, 0.723], [-0.204, -0.539, 0.240], [0.229, -0.421, 0.292], [0.386, -0.485, 0.504], [-0.067, 0.019, -0.088], [-0.067, 0.024, -0.041], [0.069, -0.028, -0.098]],
  "mulliken_charge": [0.245, -0.590, 0.642, -1.101, -0.007, 0.290, 0.311, 0.338, -0.428, 0.698, -0.457, -0.874, -0.022, -1.241, 0.430, 0.309, 0.423, 0.344, 0.353, 0.336],
  "smiles": "[H]/N=C\\C.O=C=O.C=CC",
  "homo_ev": -8.88,
  "charge": 0
}


[5]
{
  "formula": "C6H11NO2S3",
  "method": "the ωB97M-V functional and the def2-TZVPD basis",
  "species": ["C", "C", "C", "C", "C", "C", "N", "O", "O", "S", "S", "S", "H", "H", "H", "H", "H", "H", "H", "H", "H", "H", "H"],
  "positions_angstrom": [[2.02863, -0.73454, -0.36296], [-0.07693, 0.00023, 0.83776], [-2.77065, -1.13424, -0.38333], [-2.88311, 0.80671, 1.24869], [4.48936, -0.56044, -1.05870], [-2.53077, 0.26283, -0.02502], [2.10080, 0.50252, -0.42594], [-0.00674, 1.62147, -1.22374], [0.92877, 2.40242, 0.88075], [0.57848, -1.47561, 0.37818], [3.25505, -1.78886, -0.83219], [0.68427, 1.31229, -0.00658], [-0.41680, 0.13386, 1.89417], [-3.27901, -1.18628, -1.33378], [-3.31067, -1.53911, 0.52637], [-1.83307, -1.68020, -0.58416], [-2.27830, 1.82130, 1.36319], [-2.66196, 0.14498, 2.14009], [-3.90187, 1.12363, 1.32316], [4.98684, 0.04894, -0.27978], [3.93914, 0.06261, -1.79496], [5.27126, -1.06677, -1.44737], [-2.31270, 0.92226, -0.83385]],
  "atomic_forces_ev_per_a": [[-1.414, -1.017, 0.765], [-2.429, 0.880, 0.766], [-0.277, -0.339, 1.397], [1.772, 2.540, 2.390], [-1.512, 2.424, -0.224], [2.384, -1.043, -0.566], [0.023, 2.562, -0.271], [0.223, -0.181, -0.345], [0.390, 0.053, 0.328], [0.199, -1.237, -0.152], [0.555, -1.453, 0.897], [-0.265, -0.060, 0.076], [0.588, 0.064, -1.111], [-0.733, -0.237, -0.108], [0.404, -0.411, -1.498], [-0.107, 0.009, 0.288], [-1.170, -2.011, 0.126], [-0.281, 0.624, -1.072], [-1.050, 0.069, -0.052], [-1.297, -0.434, 0.337], [1.340, 0.216, 0.323], [2.490, -1.600, -1.985], [0.168, 0.580, -0.309]],
  "mulliken_charge": [0.519, -0.376, -0.814, -1.111, -0.874, 0.048, -0.490, -0.630, -0.641, -0.239, -0.067, 1.068, 0.429, 0.320, 0.264, 0.158, 0.258, 0.322, 0.408, 0.314, 0.250, 0.413, 0.473],
  "homo_ev": [-8.10, -7.74],
  "charge": 0
}


[6]
{
  "formula": "C6H11NOS",
  "method": "the ωB97M-V functional and the def2-TZVPD basis",
  "species": ["C", "C", "C", "C", "C", "C", "N", "O", "S", "H", "H", "H", "H", "H", "H", "H", "H", "H", "H", "H"],
  "positions_angstrom": [[-0.16791, -1.20408, -1.66681], [1.03304, -0.86022, -2.24789], [0.08502, -1.13261, -0.27621], [1.53490, -0.81295, -3.64958], [-0.27679, 0.27729, 3.13859], [-0.59749, 1.31560, 2.00182], [1.30257, -0.82071, -0.08250], [1.90596, -0.62369, -1.31161], [0.91167, 1.77739, 1.24533], [-0.99342, -1.44901, -2.34316], [-0.57348, -1.41596, 0.57911], [2.60567, -0.38444, -3.55082], [1.00887, -0.17420, -4.24433], [1.73619, -1.68829, -4.17223], [0.08205, -0.70415, 2.75566], [-1.29008, -0.16834, 3.54312], [0.41683, 0.58938, 3.92352], [-1.13714, 2.32247, 2.34218], [1.51294, 0.50905, 1.15106], [1.94853, 1.99266, 2.14795]],
  "atomic_forces_ev_per_a": [[0.203, 0.223, -2.153], [-1.918, -1.263, -0.644], [-2.274, -1.286, -0.271], [3.622, 1.294, 2.536], [-2.791, -1.152, -0.590], [0.386, 0.999, 1.348], [2.190, 0.028, 0.934], [1.004, 0.268, 1.381], [0.256, -0.768, 0.850], [-0.042, 0.019, 1.064], [0.727, 0.613, -0.912], [-1.635, -0.308, -0.239], [-1.600, 1.749, -1.579], [-0.297, -2.079, -0.467], [0.477, 0.791, -0.348], [1.734, 1.479, -0.108], [-0.243, 0.103, 0.201], [1.153, -2.263, -0.677], [-0.809, 1.004, -0.500], [-0.145, 0.550, 0.173]],
  "mulliken_charge": [-0.685, 0.736, 0.054, -1.130, -0.963, -0.393, -0.455, -0.175, -0.103, 0.324, 0.339, 0.276, 0.333, 0.316, 0.221, 0.280, 0.326, 0.272, 0.319, 0.108],
  "homo_ev": -7.17,
  "charge": 0
}


Record order is preserved below.
Energy above the lowest of the compared OMol25 structures with the same formula, charge and spin: 16.89 201.45 99.35 86.76 80.42 131.56 kcal per mole